# 1
{"formula": "C4H9NOS", "method": "ωB97M-V/def2-TZVPD", "elements": ["O", "C", "N", "C", "C", "S", "C", "H", "H", "H", "H", "H", "H", "H", "H", "H"], "xyz": [[1.865, -1.332, -0.316], [1.621, -0.205, 0.005], [0.254, 0.181, -0.085], [-0.774, -0.803, -0.209], [-2.095, -0.213, 0.288], [-3.441, -0.357, -0.881], [2.556, 0.847, 0.495], [0.116, 1.176, -0.266], [-0.829, -1.116, -1.253], [-0.459, -1.632, 0.424], [-1.948, 0.834, 0.513], [-2.350, -0.717, 1.217], [-2.746, 0.015, -1.921], [2.274, 0.973, 1.544], [3.601, 0.564, 0.458], [2.355, 1.785, -0.013]], "mulliken_charge": [-0.39, 0.61, -0.07, -0.42, -0.52, -0.04, -1.11, 0.36, 0.37, 0.32, 0.34, 0.35, 0.15, 0.34, 0.33, 0.39], "homo_ev": [-14.1, -13.3], "orbital_gap_ev": [10.81, 4.20], "charge": 1, "e_lumo_ev": [-3.335, -9.082], "multiplicity": 2, "total_energy_ha": -685.651028, "de_lowest_kj_mol": 44.81}

# 2
{"formula": "C34H37N6O4ReS2", "method": "ωB97M-V/def2-TZVPD", "elements": ["Re", "C", "C", "C", "C", "C", "N", "C", "C", "C", "N", "C", "C", "C", "C", "C", "C", "C", "C", "N", "C", "C", "C", "N", "C", "C", "C", "C", "O", "C", "O", "H", "H", "H", "H", "H", "H", "H", "H", "H", "H", "H", "H", "H", "H", "H", "H", "H", "H", "H", "H", "H", "H", "H", "H", "H", "H", "H", "H", "O", "C", "C", "C", "C", "C", "C", "C", "O", "N", "N", "C", "S", "C", "C", "S", "H", "H", "H", "H", "H", "H", "H", "H", "H"], "xyz": [[-0.760, 0.298, 0.292], [5.384, 1.320, 3.600], [4.284, 1.003, 2.633], [4.494, 0.900, 1.274], [3.480, 0.586, 0.332], [3.966, 0.571, -1.005], [3.483, 0.354, -2.207], [2.207, -0.159, -2.736], [1.152, 0.892, -3.081], [1.608, 2.230, -3.663], [2.049, 3.162, -2.598], [1.283, 3.757, -1.755], [-0.185, 3.760, -1.828], [-0.864, 4.589, -2.719], [-2.254, 4.678, -2.700], [-2.993, 5.587, -3.635], [-2.934, 3.896, -1.770], [-2.278, 3.021, -0.902], [-3.063, 2.208, 0.010], [-2.657, 1.128, 0.577], [-3.538, 0.462, 1.556], [-2.875, 0.474, 2.929], [-1.651, -0.422, 3.047], [-0.492, 0.062, 2.255], [0.655, 0.222, 2.822], [1.919, 0.502, 2.198], [2.978, 0.790, 3.063], [2.151, 0.350, 0.801], [1.212, -0.010, -0.008], [-0.874, 2.966, -0.911], [-0.148, 2.169, -0.126], [6.347, 1.375, 3.097], [5.450, 0.555, 4.373], [5.208, 2.276, 4.093], [5.497, 1.065, 0.899], [5.021, 0.829, -1.058], [4.192, 0.434, -2.926], [1.802, -0.872, -2.026], [2.490, -0.709, -3.634], [0.542, 1.104, -2.204], [0.497, 0.432, -3.824], [0.783, 2.706, -4.189], [2.435, 2.140, -4.365], [3.049, 3.305, -2.496], [1.786, 4.304, -0.960], [-0.304, 5.204, -3.413], [-2.309, 6.203, -4.213], [-3.657, 6.249, -3.082], [-3.604, 5.012, -4.332], [-4.015, 3.955, -1.725], [-4.083, 2.533, 0.215], [-3.705, -0.558, 1.204], [-4.495, 0.984, 1.579], [-3.606, 0.115, 3.655], [-2.623, 1.497, 3.217], [-1.864, -1.432, 2.689], [-1.320, -0.495, 4.083], [0.670, 0.095, 3.903], [2.767, 0.839, 4.125], [-2.349, -5.494, 0.395], [-3.219, -4.651, -0.176], [-4.446, -5.189, -0.578], [-5.388, -4.397, -1.189], [-5.141, -3.036, -1.418], [-3.946, -2.495, -1.012], [-2.966, -3.279, -0.377], [-1.728, -2.673, 0.086], [-1.711, -1.317, 0.012], [-0.748, -3.354, 0.559], [0.362, -2.646, 1.010], [1.288, -3.450, 1.404], [1.211, -5.189, 1.323], [2.676, -5.469, 2.354], [3.675, -4.363, 2.075], [2.767, -2.790, 2.082], [-1.516, -5.023, 0.590], [-4.619, -6.241, -0.402], [-6.326, -4.834, -1.500], [-5.881, -2.425, -1.914], [-3.741, -1.447, -1.195], [3.084, -6.441, 2.080], [2.381, -5.491, 3.402], [4.157, -4.494, 1.108], [4.434, -4.304, 2.854]], "mulliken_charge": [1.18, -1.69, -0.48, -0.99, 0.30, -0.13, -0.04, -1.09, 1.30, -1.30, 0.10, -0.63, 0.54, -0.42, 0.25, -1.59, -0.91, 0.25, 0.35, -0.05, -0.67, -0.93, -0.81, -0.08, -0.15, 0.55, -0.46, 1.36, -0.56, 0.18, -0.79, 0.40, 0.39, 0.36, 0.40, 0.51, 0.38, 0.23, 0.55, -0.89, 0.55, 0.36, 0.56, 0.39, 0.54, 0.49, 0.39, 0.40, 0.36, 0.55, 0.57, -0.02, 0.76, 0.50, 0.27, 0.14, 0.85, 0.51, 0.55, -0.60, 0.35, -0.71, -0.43, -0.98, -0.43, 0.07, 1.21, -0.77, -0.98, 0.28, -0.10, -0.04, -0.60, -0.62, 0.05, 0.44, 0.48, 0.42, 0.45, 0.38, 0.42, 0.33, 0.33, 0.42], "homo_ev": [-14.2, -14.1], "orbital_gap_ev": [5.08, 4.51], "charge": 3, "e_lumo_ev": [-9.095, -9.613], "multiplicity": 4, "total_energy_ha": -2821.068489}

# 3
{"formula": "C5H11NO2", "method": "ωB97M-V/def2-TZVPD", "elements": ["C", "C", "C", "C", "N", "C", "O", "O", "H", "H", "H", "H", "H", "H", "H", "H", "H", "H", "H"], "xyz": [[-1.054, 1.935, 2.206], [-0.619, 1.535, 0.785], [-1.878, 1.314, -0.075], [0.285, 0.318, 0.740], [0.532, -0.139, -0.644], [0.845, -1.440, -0.894], [0.440, -2.389, -0.267], [1.687, -1.570, -1.969], [-1.607, 2.860, 2.067], [-0.209, 2.198, 2.863], [-1.556, 1.185, 2.808], [-0.097, 2.399, 0.377], [-2.809, 1.701, 0.330], [-2.099, 0.279, -0.335], [-1.813, 1.846, -1.035], [1.261, 0.624, 1.108], [-0.156, -0.556, 1.214], [0.633, 0.546, -1.360], [1.651, -2.491, -2.162]], "mulliken_charge": [-1.63, 0.82, -1.28, -0.95, -0.11, 0.51, -0.58, -0.48, 0.42, 0.40, 0.35, 0.22, 0.41, 0.29, 0.31, 0.31, 0.38, 0.25, 0.35], "homo_ev": -9.8, "orbital_gap_ev": 10.59, "charge": 0, "e_lumo_ev": 0.835, "total_energy_ha": -402.370134, "smiles": "CC(C)CNC(=O)O", "de_lowest_kj_mol": 21.02}

# 4
{"formula": "C24H26N9O4W", "method": "ωB97M-V/def2-TZVPD", "elements": ["W", "C", "C", "N", "C", "C", "N", "C", "O", "O", "C", "O", "O", "H", "H", "H", "H", "H", "N", "C", "C", "C", "C", "C", "C", "N", "C", "C", "C", "C", "N", "C", "C", "H", "H", "H", "H", "H", "H", "H", "H", "H", "C", "N", "C", "N", "C", "N", "C", "N", "C", "C", "H", "H", "H", "H", "H", "H", "H", "H", "H", "H", "H", "H"], "xyz": [[0.550, 0.779, -0.014], [-1.442, -1.571, 2.782], [-1.102, -0.131, 2.687], [-0.651, 0.514, 1.613], [-0.456, 1.867, 1.975], [-0.790, 2.004, 3.289], [-1.186, 0.761, 3.688], [-0.824, 3.110, 4.317], [-0.480, 4.314, 3.932], [-1.146, 2.795, 5.424], [-0.250, 2.913, 0.920], [0.094, 4.027, 1.188], [-0.455, 2.414, -0.326], [-1.280, -2.057, 1.823], [-2.494, -1.685, 3.051], [-0.850, -2.069, 3.551], [-1.515, 0.601, 4.639], [-0.252, 4.378, 2.980], [0.729, 0.562, -7.161], [1.307, 1.100, -8.302], [1.082, 0.936, -9.628], [1.923, 1.689, -10.491], [2.960, 2.549, -10.026], [3.183, 2.708, -8.700], [2.339, 1.965, -7.798], [2.361, 1.942, -6.468], [1.380, 1.093, -6.110], [1.090, 0.816, -4.697], [1.708, 1.620, -3.725], [1.412, 1.374, -2.415], [0.588, 0.379, -2.016], [-0.009, -0.388, -2.934], [0.226, -0.192, -4.283], [-0.061, -0.064, -7.141], [0.322, 0.276, -10.025], [1.765, 1.603, -11.560], [3.565, 3.082, -10.748], [3.952, 3.364, -8.315], [2.366, 2.426, -4.020], [1.792, 2.033, -1.619], [-0.676, -1.158, -2.572], [-0.282, -0.840, -4.985], [2.184, -0.935, 2.008], [2.317, -0.229, 0.635], [2.902, -1.289, -0.326], [4.126, -1.827, 0.162], [3.906, -2.468, 1.466], [3.422, -1.484, 2.443], [4.423, -0.418, 2.584], [4.650, 0.241, 1.290], [3.436, 0.829, 0.830], [5.120, -0.756, 0.322], [1.440, -1.723, 1.888], [1.830, -0.186, 2.718], [3.059, -0.799, -1.288], [2.155, -2.077, -0.426], [4.844, -2.890, 1.819], [3.179, -3.275, 1.362], [5.358, -0.847, 2.938], [4.080, 0.317, 3.313], [3.603, 1.311, -0.134], [3.072, 1.561, 1.548], [6.056, -1.185, 0.671], [5.297, -0.274, -0.641]], "mulliken_charge": [1.14, -1.40, 0.36, 0.07, 0.61, -0.10, 0.00, 0.56, -0.45, -0.49, 0.57, -0.57, -0.51, 0.31, 0.44, 0.40, 0.30, 0.39, 0.01, 0.81, -1.04, -0.31, -0.59, -0.73, 0.77, -0.52, -0.28, 1.14, -0.94, 0.08, -0.18, -0.45, -0.67, 0.22, 0.43, 0.42, 0.44, 0.47, 0.59, 0.49, 0.54, 0.42, -0.53, -0.49, -0.50, 0.19, -0.70, 0.24, -0.69, 0.18, -0.53, -0.77, 0.19, 0.31, 0.33, 0.32, 0.34, 0.33, 0.35, 0.33, 0.27, 0.40, 0.33, 0.34], "homo_ev": [-15.5, -15.5], "orbital_gap_ev": [3.51, 3.42], "charge": 3, "e_lumo_ev": [-11.992, -12.047], "total_energy_ha": -1789.994228}

The evaluated max |F| for the records listed, in turn: 1.195 0.672 1.542 3.368 eV Å⁻¹.